1.
C18H8Cl4N5O10Pd | ωB97M-V with the def2-TZVPD basis set

Geometry as ORCA input:
```
! RIJCOSX wB97M-V def2-TZVPD def2/J DEFGRID3
* xyz -1 1
Pd 1.0076 -1.0616 0.7093
Cl 0.1500 -1.7694 5.4520
Cl -5.1638 -3.4494 1.9588
Cl -4.2145 -2.2068 -0.9698
Cl -3.0311 -2.8170 5.4709
O 3.1457 -1.7506 0.1935
O -1.0671 -1.3277 -0.3302
O 2.4039 3.6356 -2.8704
O 0.3836 -0.3425 2.6152
O -4.7716 -0.7382 3.6027
O 0.9824 2.9988 -1.3857
O 1.5017 0.5986 -0.3372
O 3.9337 -1.6125 -5.6239
O 3.6929 0.4564 -6.1691
O 2.2501 -3.1188 -1.2461
N 1.8288 2.7748 -2.2182
N -5.0302 -0.0316 1.4665
N 2.5800 -2.0009 -0.8912
N 3.6080 -0.4641 -5.3764
N 0.3511 -2.4590 1.8722
C -2.2101 -3.9069 2.4307
C 2.5207 -0.9077 -1.8716
C -3.2679 -2.0364 0.4755
C -4.6010 -0.8966 2.4116
C -1.9651 -1.5883 0.5296
C -1.0408 -4.4364 2.0751
C -0.4040 -1.4434 2.6961
C 3.0913 -0.1775 -4.0516
C 2.7352 1.1153 -3.7150
C 0.0873 -3.6648 1.5753
C -2.5998 -2.4584 2.6624
C -2.1682 -2.2438 4.1112
C 2.9837 -1.2008 -3.1222
C -3.8951 -2.1554 1.8604
C 2.0385 0.3816 -1.4652
C 2.2187 1.3854 -2.4702
C -1.7479 -1.3740 2.0097
C -0.8890 -1.8472 4.1019
H -2.1623 -0.4043 2.3068
H 2.8440 1.9168 -4.4298
H -5.4787 0.8158 1.7664
H -0.9556 -5.5140 2.0084
H 0.7191 -4.1199 0.8136
H -3.0046 -4.6006 2.6812
H -4.8065 -0.1737 0.4960
H 3.2824 -2.2073 -3.3773
*
```

The calculation puts the energy above the lowest of the compared OMol25 structures with the same formula, charge and spin at 54.32 kJ/mol. The HOMO energy is -5.231 eV. The total energy comes out at -3685.29720 a.u.

***

2.
C19H11F2N5O | ωB97M-V with the def2-TZVPD basis set

Geometry as ORCA input:
```
! RIJCOSX wB97M-V def2-TZVPD def2/J DEFGRID3
* xyz 0 1
F -3.4018 0.4680 -2.2494
F -2.1620 -1.3750 -2.1644
O -3.8107 -0.6106 1.8039
N -1.9959 -1.6415 3.0760
N 3.0920 -4.2049 2.1283
N -3.9230 -0.2233 0.4363
N 2.2671 3.1000 -1.5998
N 1.8622 -3.7647 2.5731
C -2.3983 -0.1794 -1.5690
C 1.2378 -2.9258 1.6481
C -0.7859 -2.2003 2.9699
C 3.2916 -3.6218 0.9792
C -2.7770 -0.4840 -0.1313
C 0.0732 0.1916 -1.9640
C -0.0687 -2.2892 1.7699
C 1.1238 2.3806 -1.6134
C -0.1519 2.9092 -1.2268
C -0.6623 -1.6961 0.6519
C -0.2396 4.2644 -0.9390
C 2.1142 -2.8389 0.6138
C 0.9165 5.0000 -0.9663
C 2.1354 4.3754 -1.2205
C -1.2926 2.1123 -1.2625
C 1.2192 1.0411 -1.9373
C -2.5313 -1.1102 1.9954
C -1.8883 -1.0995 0.7916
C -1.2082 0.7374 -1.6116
H 0.2598 -0.8198 -2.2183
H -0.3285 -2.6126 3.8563
H 4.2089 -3.6659 0.3895
H -1.1839 4.7046 -0.6764
H 3.0320 4.9823 -1.2115
H 0.8567 6.0529 -0.7660
H -0.1595 -1.7277 -0.2940
H -2.2868 2.5198 -1.0359
H 1.3843 -4.1293 3.4207
H 2.2058 0.6621 -2.1478
H 1.9756 -2.2811 -0.2985
*
```

The calculation puts the energy above the lowest of the compared OMol25 structures with the same formula, charge and spin at 0.00 kJ/mol. Its SMILES is FC(F)(c1ccc2ncccc2c1)c1noc2ncc(-c3ccn[nH]3)cc12. The HOMO energy is -9.073 eV. The total energy comes out at -1279.33754 a.u.

***

3.
C19H11F6GaI2N2OSe | ωB97M-V with the def2-TZVPD basis set

Geometry as ORCA input:
```
! RIJCOSX wB97M-V def2-TZVPD def2/J DEFGRID3
* xyz 0 1
I -2.4197 -5.3832 2.5412
I -4.8022 -0.7071 -0.1882
Se -0.4014 2.6546 -1.6447
Ga -0.4274 1.0849 0.0997
F 2.1786 1.3202 -0.8967
F 4.4400 2.3758 0.2606
F 0.3774 5.6191 -1.4490
F 4.6388 5.0529 0.3801
F 2.6604 6.7093 -0.4940
F 0.2877 2.1728 1.3859
O -2.0969 0.5495 0.7436
N -0.6379 -0.6160 -1.1930
N 0.8554 -0.2630 0.9713
C -1.2087 -2.6101 2.4441
C 0.1072 -2.8698 -1.5234
C -2.3332 -3.3796 2.1407
C 3.5060 3.1625 -0.3046
C 3.5581 4.5199 -0.2082
C 0.1850 -0.5614 2.2895
C -2.1255 -0.6965 1.2345
C -1.5614 -0.7442 -2.1600
C -3.2930 -2.8466 1.2898
C 2.3174 2.6670 -0.7915
C 1.3979 4.8443 -1.1130
C -3.2882 -1.4845 0.9310
C -0.8237 -2.9694 -2.5334
C 2.5310 5.4117 -0.5937
C -1.1211 -1.3057 1.9999
C 0.2061 -1.6269 -0.9067
C -1.7117 -1.9300 -2.8514
C 1.2737 3.4338 -1.1788
C 1.2054 -1.4412 0.1710
H -4.1065 -3.4937 1.0247
H -0.9250 -3.9035 -3.0644
H 1.1563 -2.3091 0.8022
H 2.1529 -1.2437 -0.3345
H -2.1795 0.1180 -2.2842
H -0.3515 -3.0119 3.0073
H 0.0371 0.4232 2.6919
H 0.7654 -3.6708 -1.2367
H -2.5627 -2.1287 -3.5240
H 0.8303 -1.1524 2.9194
H 1.7089 0.2295 1.1458
*
```

The HOMO energy is -8.269 eV. The total energy comes out at -6436.26750 a.u.

***

4.
C19H11N3O10RuS | ωB97M-V with the def2-TZVPD basis set

Geometry as ORCA input:
```
! RIJCOSX wB97M-V def2-TZVPD def2/J DEFGRID3
* xyz -1 6
Ru -0.6508 1.1923 0.7832
S -1.3245 3.2449 0.6172
O -3.8137 -3.9635 5.1383
O 1.2169 2.5957 -1.4654
O -3.9584 -5.3739 3.5188
O 2.0932 3.0892 -3.8022
O -0.3028 0.9784 -1.1773
O -0.6485 -3.0093 -0.9092
O -0.7364 -0.8748 0.6983
O -1.2056 1.0473 2.6668
O -1.0819 0.0538 4.6352
O -2.5865 -3.9427 -0.9113
N -1.6722 -3.3500 -0.3607
N 1.6256 1.3272 1.5158
N -3.6042 -4.3070 3.9898
C 3.9231 1.7393 1.8486
C 0.6755 0.6093 -6.0234
C -1.7001 -1.3180 2.8238
C -1.9096 -2.8961 1.0169
C -0.0821 -0.1666 -5.1490
C 0.5227 1.6666 -1.8908
C 2.3543 3.5652 1.8417
C -1.2666 -0.0181 3.4391
C 1.3898 1.7008 -5.5686
C -2.3909 -2.1906 3.6366
C -0.1254 0.1787 -3.8108
C 1.3891 2.5926 1.6118
C 0.5790 1.2815 -3.3299
C -1.4110 -1.6481 1.4714
C -2.6394 -3.7480 1.8131
C 2.8874 0.8666 1.6172
C -2.8601 -3.3913 3.1274
C 3.6498 3.1078 1.9635
C 1.3583 2.0392 -4.2154
H 4.4607 3.8042 2.1431
H -2.5591 -1.9231 4.6700
H 3.0325 -0.2003 1.5139
H 0.7143 0.3533 -7.0758
H 4.9327 1.3633 1.9357
H 1.9901 2.3049 -6.2360
H -0.7022 -0.4034 -3.1049
H 2.1002 4.6126 1.9069
H -3.0193 -4.6756 1.4139
H -0.6288 -1.0276 -5.5084
H 1.9850 3.1131 -2.8189
*
```

The calculation puts the energy above the lowest of the compared OMol25 structures with the same formula, charge and spin at 72.23 kJ/mol. The HOMO energy (alpha / beta) is -5.863 / -6.203 eV. The total energy comes out at -2140.27078 a.u.

***

5.
C19H12AgBClF4N2O2 | ωB97M-V with the def2-TZVPD basis set

Geometry as ORCA input:
```
! RIJCOSX wB97M-V def2-TZVPD def2/J DEFGRID3
* xyz -1 1
Ag 0.1748 0.2352 0.1326
Cl 6.2371 4.7174 0.1427
F -0.9469 -0.9821 4.6690
F -0.1968 -0.2354 2.6260
F -2.3503 -1.0450 2.8465
F -0.5614 -2.4845 2.9607
O 0.3386 2.6007 -0.5728
O 2.3185 0.4232 -0.6527
N -2.1707 -0.2203 -0.1859
N -0.2490 -2.1647 -0.0594
C 3.1177 1.3844 -0.4765
C -2.5547 -1.4915 0.0215
C -3.0842 0.7237 -0.2188
C 5.0370 3.4612 -0.0949
C 1.3687 3.2337 -0.3824
C -4.4519 0.4686 -0.0584
C 5.4550 2.1256 -0.2405
C -1.5327 -2.5229 0.1043
C 4.5369 1.1343 -0.4219
C -0.8966 -4.7996 0.4988
C 2.7328 2.7655 -0.3344
C -1.9147 -3.8421 0.3772
C 0.6876 -3.0753 0.0662
C 0.4097 -4.4197 0.3476
C 3.7094 3.7641 -0.1402
C -4.8551 -0.8245 0.1456
C -3.3033 -4.1677 0.5453
C -3.8989 -1.8490 0.1912
C -4.2514 -3.2168 0.4492
B -1.0181 -1.1929 3.2915
H 1.2200 -5.1279 0.4532
H 1.2822 4.3315 -0.2333
H -5.2981 -3.4605 0.5887
H 4.8495 0.1031 -0.5296
H 3.3861 4.7934 -0.0286
H -2.7213 1.7343 -0.3717
H -1.1575 -5.8262 0.7291
H 1.7081 -2.7284 -0.0550
H -3.5682 -5.1952 0.7653
H -5.9018 -1.0678 0.2887
H 6.5130 1.8959 -0.2032
H -5.1599 1.2857 -0.0827
*
```

The calculation puts the energy above the lowest of the compared OMol25 structures with the same formula, charge and spin at 0.00 kJ/mol. The HOMO energy is -4.765 eV. The total energy comes out at -2023.08259 a.u.

***

> Which formula does entry 4 have?

C19H11N3O10RuS